(1)
# C19H67B3F3HgNO10S

A structure of composition C19H67B3F3HgNO10S (ωB97M-V/def2-TZVPD, OMol25).

Each line ends with the Löwdin spin population.
CARTESIAN COORDINATES (ANGSTROEM)
Hg1 -0.27 -1.67 -4.30  0.380
O1 -4.36 -1.05 -3.54  0.014
H1 -3.64 -1.63 -3.77  0.020
H2 -4.35 -0.18 -3.94  0.002
H3 -4.48 -1.00 -2.58  0.001
N1 -2.44 2.73 -4.06  0.008
H4 -2.42 3.72 -4.26  0.001
H5 -2.07 2.36 -4.92  0.006
H6 -3.37 2.36 -3.89  0.002
H7 -1.73 2.42 -3.41  0.001
B1 -3.56 -2.37 -0.64  0.004
H8 -4.16 -3.04 -1.23  0.000
H9 -2.67 -2.08 -1.17  0.001
H10 -4.13 -1.46 -0.53  0.000
H11 -3.42 -2.86 0.30  0.001
B2 0.74 -3.56 -2.94  0.120
H12 0.22 -4.49 -3.05  0.000
H13 1.18 -3.18 -3.85  0.036
H14 0.16 -2.70 -2.63  0.034
H15 1.59 -3.64 -2.28  0.018
B3 -1.40 0.29 -5.23  0.154
H16 -1.55 -0.59 -5.84  0.063
H17 -2.07 0.13 -4.39  0.010
H18 -0.36 0.26 -4.95  0.026
H19 -1.60 1.21 -5.74  0.017
C1 -0.44 0.38 0.00  0.003
F1 -1.21 1.04 0.95  0.001
F2 0.80 0.85 0.13  0.000
F3 -0.46 -0.91 0.34  0.000
S1 -1.08 0.74 -1.85  0.009
O2 -0.57 2.03 -2.32  0.001
O3 -0.45 -0.35 -2.60  0.035
O4 -2.56 0.67 -1.68  0.001
C2 -4.46 2.53 1.09  0.000
C3 -5.05 3.50 2.14  0.000
C4 -5.04 5.00 1.73  0.000
O5 -6.33 3.15 2.51  0.000
H20 -4.97 2.59 0.13  0.000
H21 -4.35 1.50 1.43  0.000
H22 -3.44 2.78 0.79  0.000
H23 -4.38 3.35 2.99  0.000
H24 -4.10 5.40 2.11  0.000
H25 -5.87 5.61 2.08  0.000
H26 -4.91 5.08 0.65  0.000
H27 -6.38 3.42 3.43  0.000
C5 0.03 -3.41 2.91  0.000
C6 0.35 -4.59 2.02  0.000
C7 -0.62 -5.81 2.23  0.000
O6 0.16 -4.07 0.73  0.000
H28 0.64 -2.51 2.98  0.000
H29 -0.01 -3.70 3.96  0.000
H30 -0.99 -3.09 2.69  0.000
H31 1.41 -4.86 2.02  0.000
H32 -0.30 -6.43 3.07  0.000
H33 -0.59 -6.56 1.43  0.000
H34 -1.62 -5.44 2.42  0.000
H35 0.93 -3.54 0.51  0.000
C8 3.20 -1.41 2.12  0.000
C9 3.35 -1.60 0.60  0.000
C10 4.80 -2.17 0.36  0.000
O7 2.39 -2.52 0.11  0.002
H36 3.45 -2.23 2.78  0.000
H37 2.21 -1.03 2.38  0.000
H38 3.87 -0.62 2.46  0.000
H39 3.34 -0.67 0.04  0.000
H40 5.12 -2.10 -0.68  0.000
H41 4.82 -3.21 0.69  0.000
H42 5.56 -1.55 0.83  0.000
H43 2.33 -2.60 -0.84  0.002
C11 2.35 0.64 -6.07  0.001
C12 2.89 0.18 -4.69  0.001
C13 2.92 1.31 -3.69  0.000
O8 2.08 -0.84 -4.23  0.019
H44 3.27 1.08 -6.45  0.000
H45 1.50 1.32 -5.93  0.000
H46 1.97 -0.06 -6.82  0.001
H47 3.89 -0.25 -4.78  0.000
H48 3.58 1.19 -2.83  0.000
H49 1.88 1.47 -3.40  0.000
H50 3.19 2.28 -4.13  0.000
H51 2.60 -1.34 -3.60  0.000
C14 4.61 2.01 1.68  0.000
C15 3.16 2.27 2.08  0.000
C16 3.06 3.40 3.09  0.000
O9 2.36 2.76 0.96  0.000
H52 5.16 1.52 2.48  0.000
H53 5.08 2.95 1.38  0.000
H54 4.68 1.34 0.82  0.000
H55 2.76 1.32 2.43  0.000
H56 3.61 4.32 2.88  0.000
H57 3.42 3.03 4.05  0.000
H58 2.01 3.54 3.32  0.000
H59 1.92 1.98 0.61  0.000
C17 -0.19 -0.45 4.78  0.000
C18 0.22 0.96 5.33  0.000
C19 -0.90 2.00 4.87  0.000
O10 0.28 0.92 6.77  0.000
H60 -0.04 -0.39 3.70  0.000
H61 -1.14 -0.76 5.20  0.000
H62 0.61 -1.12 5.10  0.000
H63 1.19 1.18 4.88  0.000
H64 -1.87 1.92 5.37  0.000
H65 -1.13 1.92 3.81  0.000
H66 -0.55 3.03 4.99  0.000
H67 1.17 0.71 7.04  0.000

Expectation value of S²   0.753
2S+1   2
E_LUMO (spin up / spin down)   1.142 / 1.012 eV
Total charge   -1
E_tot   -67933.41956 eV
E_HOMO (spin up / spin down)   -2.66 / -5.56 eV
Strongest force on any atom   0.09655 Eh/bohr

(2)
# C2H8N2

A cluster of 2 separate species, C2H8N2 in total (ωB97M-V/def2-TZVPD, OMol25).

Each line ends with the natural charge from an NBO analysis.
CARTESIAN COORDINATES (ANGSTROEM)
N1 -1.40 -1.09 -1.58  -1.074
H1 -2.28 -1.42 -1.18  0.350
H2 -0.76 -1.84 -1.34  0.351
H3 -1.23 -0.26 -1.02  0.371
C1 1.05 1.03 -0.23  -0.445
C2 0.14 0.01 1.67  -0.049
N2 -0.06 0.71 0.65  -0.406
H4 0.91 0.56 -1.20  0.213
H5 2.00 0.67 0.19  0.168
H6 1.12 2.11 -0.34  0.213
H7 1.10 -0.47 1.91  0.134
H8 -0.60 -0.02 2.46  0.172

2S+1   1
E_LUMO   1.083 eV
SMILES   C=NC.N
E_tot   -5182.94893 eV
ΔE to the lowest compared entry with this formula, charge and spin   76.1 kJ/mol
E_HOMO   -9.77 eV
Strongest force on any atom   0.02072 Eh/bohr

(3)
# CH5NO

A cluster of 2 separate species, CH5NO in total (ωB97M-V/def2-TZVPD, OMol25).

Each line ends with the natural charge from an NBO analysis.
CARTESIAN COORDINATES (ANGSTROEM)
C1 -1.41 -0.22 -0.11  -0.453
N1 1.54 0.23 0.10  -0.403
O1 0.72 -0.58 -0.52  -0.356
H1 -1.02 0.34 0.69  0.160
H2 -1.48 -1.29 0.04  0.194
H3 -1.65 0.35 -1.05  0.189
H4 1.92 0.06 1.00  0.338
H5 1.37 1.12 -0.15  0.331

2S+1   1
E_LUMO (spin up / spin down)   0.400 / 0.785 eV
E_tot   -4650.71527 eV
ΔE to the lowest compared entry with this formula, charge and spin   450.4 kJ/mol
E_HOMO (spin up / spin down)   -7.88 / -8.84 eV
Strongest force on any atom   0.07088 Eh/bohr

(4)
# C2H2N3OS

The ion C2H2N3OS with charge -1 (ωB97M-V/def2-TZVPD, OMol25).

Each line ends with the natural charge from an NBO analysis.
CARTESIAN COORDINATES (ANGSTROEM)
C1 -0.60 -1.47 -0.23  0.167
C2 0.05 0.61 1.32  0.762
N1 -0.22 -0.97 0.80  -0.541
N2 0.60 1.08 -0.96  -0.637
N3 0.61 1.31 0.41  -0.508
O1 -0.23 0.74 2.44  -0.627
S1 -1.20 -2.37 -1.44  -0.262
H1 1.25 0.19 -1.16  0.317
H2 -0.27 0.89 -1.18  0.328

2S+1   1
E_LUMO   3.389 eV
Total charge   -1
SMILES   N/N=C(/[O-])N=C=S
E_tot   -19459.11918 eV
ΔE to the lowest compared entry with this formula, charge and spin   142.5 kJ/mol
E_HOMO   -4.18 eV
Strongest force on any atom   0.13784 Eh/bohr

(5)
# C15H26AuIO2P2

A structure of composition C15H26AuIO2P2 (ωB97M-V/def2-TZVPD, OMol25).

Each line ends with the Löwdin spin population.
CARTESIAN COORDINATES (ANGSTROEM)
C1 0.03 0.45 -4.95  0.096
C2 0.03 0.84 -3.53  0.457
H1 0.04 1.36 -5.55  0.017
H2 -0.88 -0.15 -5.17  0.001
H3 0.94 -0.16 -5.17  0.001
O1 0.04 1.87 -2.99  0.235
I1 0.01 -1.73 -2.20  0.188
Au1 0.00 0.27 -0.58  0.297
P1 2.45 0.33 -0.15  0.026
C3 3.03 1.62 0.99  0.001
C4 3.12 -1.19 0.58  0.004
H4 4.21 -1.12 0.62  0.000
H5 4.47 0.68 -1.40  0.001
H6 2.83 -2.05 -0.03  0.000
H7 3.24 -0.25 -2.35  0.000
H8 2.61 1.44 2.00  0.000
H9 2.72 -1.32 1.60  0.000
C5 3.40 0.59 -1.67  0.008
H10 4.12 1.58 1.05  0.000
H11 3.08 1.51 -2.16  0.000
H12 2.71 2.61 0.65  0.000
P2 -2.42 0.36 -0.15  0.025
C6 -2.98 1.61 1.03  0.001
C7 -3.34 0.67 -1.67  0.008
H13 -2.78 -2.03 -0.10  0.001
H14 -4.18 -1.11 0.52  0.000
H15 -2.73 -1.33 1.55  0.000
C8 -3.09 -1.18 0.53  0.003
H16 -3.19 -0.15 -2.38  0.000
H17 -4.41 0.78 -1.39  0.001
H18 -4.08 1.60 1.03  0.000
H19 -2.62 2.61 0.74  0.000
H20 -3.00 1.60 -2.12  0.000
H21 -2.62 1.37 2.04  0.000
C9 0.02 2.15 -0.06  0.083
O2 0.03 3.30 -0.01  0.027
C10 -0.14 -2.18 3.82  -0.013
C11 -0.05 -2.87 2.62  0.022
C12 0.03 -2.16 1.42  0.050
C13 0.00 -0.77 1.43  0.360
C14 -0.07 -0.07 2.60  0.051
C15 -0.15 -0.77 3.81  0.024
H22 -0.22 -2.74 4.77  0.000
H23 -0.02 -3.97 2.55  0.004
H24 0.11 -2.72 0.50  0.010
H25 -0.08 1.02 2.61  0.007
H26 -0.23 -0.21 4.75  0.004

Expectation value of S²   2.031
2S+1   3
E_LUMO (spin up / spin down)   -8.317 / -8.866 eV
Total charge   +2
E_tot   -50424.37336 eV
ΔE to the lowest compared entry with this formula, charge and spin   84.8 kJ/mol
E_HOMO (spin up / spin down)   -12.86 / -15.38 eV
Strongest force on any atom   0.10699 Eh/bohr

(6)
# C18H15Co2O7

A structure of composition C18H15Co2O7 (ωB97M-V/def2-TZVPD, OMol25).

Each line ends with the natural charge from an NBO analysis.
CARTESIAN COORDINATES (ANGSTROEM)
O1 -3.11 1.38 -0.80  -0.545
C1 -2.01 1.08 -0.58  0.579
Co1 -0.45 0.51 -0.12  0.102
C2 0.32 2.04 -1.15  0.516
O2 0.33 3.21 -0.94  -0.573
C3 -0.70 -0.28 1.44  0.525
O3 -0.90 -0.77 2.48  -0.540
C4 -0.14 -1.10 -1.26  -0.276
C5 -1.32 -1.92 -1.49  -0.075
C6 -1.83 -2.71 -0.42  -0.200
C7 -3.11 -3.27 -0.48  -0.214
C8 -3.86 -3.14 -1.66  -0.253
C9 -3.32 -2.46 -2.76  -0.230
C10 -2.07 -1.85 -2.68  -0.170
C11 0.83 -0.16 -1.54  -0.197
C12 1.10 1.15 -2.11  -0.597
Co2 1.60 -1.58 -0.78  -0.102
C13 1.67 -2.10 0.92  0.448
O4 1.78 -2.36 2.04  -0.580
C14 2.98 -0.52 -0.52  0.525
O5 3.89 0.19 -0.40  -0.573
C15 2.13 -3.05 -1.70  0.481
O6 2.48 -4.00 -2.25  -0.564
H1 -1.24 -2.78 0.50  0.219
H2 -3.51 -3.80 0.40  0.206
H3 -4.85 -3.59 -1.71  0.199
H4 -3.88 -2.41 -3.69  0.200
H5 -1.65 -1.29 -3.53  0.202
H6 2.18 1.37 -2.13  0.235
H7 0.72 1.22 -3.17  0.230
C16 1.95 3.92 2.11  -0.623
C17 1.12 2.64 2.07  0.086
C18 0.74 2.14 3.45  -0.645
O7 1.75 1.61 1.22  -0.733
H8 1.38 4.66 2.69  0.199
H9 2.91 3.77 2.62  0.196
H10 2.07 4.29 1.10  0.231
H11 0.18 2.89 1.56  0.197
H12 0.18 2.96 3.94  0.212
H13 0.05 1.28 3.41  0.230
H14 1.60 1.90 4.10  0.196
H15 2.05 0.90 1.82  0.478

2S+1   1
E_LUMO   2.765 eV
Total charge   -1
E_tot   -108492.64352 eV
ΔE to the lowest compared entry with this formula, charge and spin   125.6 kJ/mol
E_HOMO   -3.25 eV
Strongest force on any atom   0.10999 Eh/bohr